Version a
Computed, not measured: a cluster of 2 separate species, C4H12 in total, with ωB97M-V/def2-TZVPD.

Cartesian coordinates (Å):
C 0.95 -1.71 0.74
C -1.16 1.25 -0.67
C 2.44 -1.92 0.91
C -2.19 2.33 -1.03
H -0.18 1.69 -0.54
H -2.29 3.04 -0.22
H -1.87 2.94 -1.89
H 0.32 -2.50 1.16
H 0.63 -1.70 -0.31
H -3.14 1.89 -1.31
H 3.06 -1.17 0.42
H -1.43 0.92 0.35
H 2.76 -1.76 1.95
H 0.68 -0.75 1.17
H -1.30 0.36 -1.28
H 2.73 -2.90 0.54

Computed properties:
E_LUMO (eV): 1.1
Net charge: 0
Structure (SMILES): CC.CC
Highest occupied orbital energy (eV): -11.55
HOMO-LUMO gap (eV): 12.69

Version b
Computed, not measured: a cluster of 2 separate species, C4H12 in total, with ωB97M-V/def2-TZVPD.

Cartesian coordinates (Å):
C -1.25 -0.56 -0.91
C -2.56 0.09 -1.36
C 1.23 0.19 1.54
C 2.56 0.28 0.76
H 3.28 -0.25 1.41
H -3.45 -0.23 -0.80
H -1.20 -0.99 0.08
H 0.47 0.83 1.10
H 1.43 0.53 2.56
H -0.44 0.16 -0.98
H -0.99 -1.28 -1.68
H -2.67 1.18 -1.35
H 2.48 -0.24 -0.19
H -2.78 -0.13 -2.40
H 0.83 -0.82 1.59
H 3.05 1.24 0.64

Computed properties:
E_LUMO (eV): 1.2
Net charge: 0
Structure (SMILES): CC.CC
Highest occupied orbital energy (eV): -11.48
HOMO-LUMO gap (eV): 12.65

Least stable of them? version b.

Version a
Computed, not measured: a cluster of 2 separate species, C4H12 in total, with ωB97M-V/def2-TZVPD.

Cartesian coordinates (Å):
C -1.88 -0.40 -0.38
C 2.20 0.88 0.74
C 1.75 1.19 -0.72
C -1.90 -1.71 0.40
H 1.00 1.98 -0.56
H -1.31 0.40 0.08
H -1.06 -2.19 0.92
H -2.75 -1.68 1.10
H -2.93 -0.17 -0.56
H 1.27 0.38 -1.25
H 2.84 1.63 1.19
H 2.41 1.81 -1.33
H 2.76 -0.05 0.80
H -1.53 -0.52 -1.40
H -2.15 -2.53 -0.28
H 1.26 0.98 1.27

Computed properties:
E_LUMO (eV): 1.1
Net charge: 0
Structure (SMILES): CC.CC
Highest occupied orbital energy (eV): -11.50
HOMO-LUMO gap (eV): 12.64

Version b
Computed, not measured: a cluster of 2 separate species, C4H12 in total, with ωB97M-V/def2-TZVPD.

Cartesian coordinates (Å):
C 1.73 1.11 -0.15
C 3.07 0.38 -0.05
C -2.66 -0.18 -0.41
C -2.13 -1.38 0.56
H 1.71 2.09 0.35
H 0.94 0.64 0.42
H -2.84 -1.29 1.37
H -2.89 0.62 0.31
H -2.11 -2.32 0.02
H 3.14 -0.56 -0.62
H 3.42 0.16 0.96
H -1.87 0.19 -1.05
H 3.82 1.08 -0.39
H 1.31 1.19 -1.16
H -1.08 -1.20 0.77
H -3.56 -0.53 -0.92

Computed properties:
E_LUMO (eV): 1.1
Net charge: 0
Structure (SMILES): CC.CC
Highest occupied orbital energy (eV): -11.60
HOMO-LUMO gap (eV): 12.70

Version c
Computed, not measured: a cluster of 2 separate species, C4H12 in total, with ωB97M-V/def2-TZVPD.

Cartesian coordinates (Å):
C 0.47 -1.46 1.21
C -1.31 1.48 -1.26
C -0.37 0.89 -2.32
C 1.21 -0.78 2.35
H -1.92 0.69 -0.84
H -0.93 0.65 -3.22
H 0.54 -0.53 3.17
H -0.69 1.82 -0.42
H -0.16 -2.27 1.59
H 0.14 -0.03 -2.01
H 1.91 0.00 2.06
H 1.91 -1.54 2.74
H 1.03 -1.91 0.40
H -0.34 -0.79 0.86
H 0.44 1.55 -2.61
H -1.94 2.24 -1.70

Computed properties:
E_LUMO (eV): 1.1
Net charge: 0
Structure (SMILES): CC.CC
Highest occupied orbital energy (eV): -11.41
HOMO-LUMO gap (eV): 12.54

Version d
Computed, not measured: a cluster of 2 separate species, C4H12 in total, with ωB97M-V/def2-TZVPD.

Cartesian coordinates (Å):
C -2.00 0.36 -0.29
C 2.20 0.38 1.49
C 1.98 0.04 0.08
C -2.16 -0.67 -1.33
H -1.77 -1.72 -1.01
H -0.94 0.50 -0.08
H 1.21 0.64 -0.53
H -3.24 -0.86 -1.56
H 2.28 1.35 1.87
H -2.61 0.34 0.57
H 2.94 0.12 -0.52
H 1.47 -0.14 2.19
H 1.52 -0.96 0.02
H -2.28 1.38 -0.72
H 3.01 -0.14 2.03
H -1.61 -0.59 -2.21

Computed properties:
E_LUMO (eV): 1.1
Net charge: 0
Structure (SMILES): CC.CC
Highest occupied orbital energy (eV): -11.02
HOMO-LUMO gap (eV): 12.12

Least stable of them? version d.

Version a
Computed, not measured: a cluster of 2 separate species, C4H12 in total, with ωB97M-V/def2-TZVPD.

Cartesian coordinates (Å):
C -0.86 -0.23 1.90
C 0.11 0.10 -1.66
C 0.27 -0.37 2.88
C 0.43 0.51 -3.10
H 0.49 -1.38 3.27
H 0.32 1.59 -3.15
H 1.24 -0.04 2.49
H -0.85 0.45 -1.29
H -0.98 0.73 1.39
H 1.44 0.30 -3.48
H -0.22 0.11 -3.90
H -1.81 -0.53 2.36
H -0.81 -0.93 1.05
H 0.95 0.51 -1.07
H 0.20 -0.99 -1.53
H 0.09 0.17 3.81

Computed properties:
E_LUMO (eV): 1.1
Net charge: 0
Structure (SMILES): CC.CC
Highest occupied orbital energy (eV): -11.56
HOMO-LUMO gap (eV): 12.68

Version b
Computed, not measured: a cluster of 2 separate species, C4H12 in total, with ωB97M-V/def2-TZVPD.

Cartesian coordinates (Å):
C -1.70 -1.02 1.95
C 0.92 1.21 -2.23
C -0.52 -1.38 1.06
C 1.29 1.16 -0.76
H 2.27 1.62 -0.54
H -2.67 -1.28 1.50
H 1.85 1.09 -2.80
H -1.65 0.03 2.23
H -0.63 -0.82 0.12
H 0.60 1.71 -0.13
H -1.73 -1.62 2.87
H 0.46 -1.11 1.45
H 0.51 2.18 -2.53
H -0.55 -2.41 0.74
H 0.14 0.51 -2.51
H 1.42 0.14 -0.42

Computed properties:
E_LUMO (eV): 1.1
Net charge: 0
Structure (SMILES): CC.CC
Highest occupied orbital energy (eV): -11.55
HOMO-LUMO gap (eV): 12.70

Version c
Computed, not measured: a cluster of 2 separate species, C4H12 in total, with ωB97M-V/def2-TZVPD.

Cartesian coordinates (Å):
C 1.87 0.49 -1.19
C 1.55 -0.76 -0.32
C -1.55 0.14 -0.01
C -1.90 0.17 1.51
H 2.65 1.08 -0.70
H -0.97 -0.01 2.08
H -1.13 -0.86 -0.20
H -2.26 1.13 1.88
H -2.45 0.14 -0.65
H 0.62 -1.30 -0.47
H 1.51 -0.51 0.75
H 2.36 0.23 -2.14
H -0.77 0.92 -0.26
H 2.36 -1.42 -0.69
H -2.61 -0.54 1.93
H 0.96 0.98 -1.56

Computed properties:
E_LUMO (eV): 1.2
Net charge: 0
Structure (SMILES): CC.CC
Highest occupied orbital energy (eV): -11.25
HOMO-LUMO gap (eV): 12.43

Version d
Computed, not measured: a cluster of 2 separate species, C4H12 in total, with ωB97M-V/def2-TZVPD.

Cartesian coordinates (Å):
C 0.24 0.78 1.38
C 0.20 -1.07 -1.82
C 0.32 2.26 1.46
C -0.73 -2.01 -1.12
H 0.41 2.62 2.54
H -1.81 -1.80 -1.31
H -0.34 0.51 2.19
H 1.08 -1.54 -2.24
H -0.36 -0.66 -2.55
H -0.58 2.83 1.12
H -0.58 -3.09 -1.44
H 0.58 -0.23 -1.20
H 1.27 0.26 1.43
H -0.27 0.24 0.47
H -0.65 -1.90 0.03
H 1.23 2.81 1.08

Computed properties:
E_LUMO (eV): 1.2
Net charge: 0
Structure (SMILES): CC.CC
Highest occupied orbital energy (eV): -11.16
HOMO-LUMO gap (eV): 12.31

Least stable of them? version d.